Entry from the Open Molecules 2025 dataset: a structure of composition C22H37BrNO2P3Pb at a distorted geometry (ωB97M-V with the def2-TZVPD basis set).

CARTESIAN COORDINATES (ANGSTROEM)
P1 2.6200 -0.3325 0.0384
C1 3.3389 -0.6006 1.6955
H1 4.4421 -0.6354 1.5860
H2 3.0419 -1.5607 2.1470
H3 3.1159 0.1943 2.4224
C2 3.2831 -1.8568 -0.6927
H4 3.3042 -1.8516 -1.7951
H5 2.7404 -2.7670 -0.3714
H6 4.3342 -1.9760 -0.3569
C3 3.7382 0.9893 -0.4662
H7 4.7738 0.5919 -0.4545
H8 3.7166 1.8469 0.2358
H9 3.5571 1.4015 -1.4761
P2 -0.8546 3.0422 -0.4408
C4 -0.9067 4.0967 1.0332
H10 -1.4301 5.0410 0.7635
H11 0.0949 4.3883 1.3878
H12 -1.4538 3.6684 1.8881
C5 0.0845 4.1951 -1.4720
H13 0.0158 3.9998 -2.5547
H14 1.1607 4.2296 -1.2038
H15 -0.3186 5.2167 -1.3087
C6 -2.5940 3.2534 -0.9192
H16 -2.7707 4.3339 -1.1012
H17 -3.2905 2.9470 -0.1144
H18 -2.9059 2.7138 -1.8327
P3 -2.0845 -1.6361 0.0420
C7 -2.8938 -1.9129 1.6487
H19 -3.4710 -2.8618 1.5872
H20 -3.6195 -1.1234 1.9010
H21 -2.2061 -2.0201 2.5016
C8 -3.6008 -1.5854 -0.9354
H22 -4.2858 -2.3789 -0.5704
H23 -3.4513 -1.7688 -2.0120
H24 -4.1420 -0.6217 -0.8311
C9 -1.4383 -3.3302 -0.1429
H25 -2.2956 -4.0284 -0.1509
H26 -0.7952 -3.6333 0.7067
H27 -0.8521 -3.5158 -1.0614
Pb1 -0.1048 0.3476 -0.1116
C10 1.0392 1.7158 1.3596
O1 1.6134 2.3667 2.0929
C11 -1.7751 0.9585 1.3633
O2 -2.5872 1.2760 2.0941
C12 -1.4005 0.0376 -3.3393
C13 -0.7500 -1.1854 -3.2720
C14 0.6532 -1.2328 -3.1280
C15 1.3899 -0.0752 -3.3307
C16 0.7392 1.1753 -3.3971
C17 -0.6401 1.2092 -3.5400
H28 -2.4669 0.0939 -3.4544
H29 -1.2761 -2.0947 -3.4132
H30 1.1291 -2.1944 -3.0784
H31 2.4315 -0.1146 -3.5219
H32 1.3364 2.0547 -3.5508
H33 -1.1346 2.0820 -3.8824
Br1 1.5721 -4.7565 2.5531
C18 0.9279 -2.9593 2.8152
C19 0.7109 -2.4906 4.1045
C20 0.2713 -1.1819 4.2542
C21 0.0544 -0.3935 3.1405
N1 0.2495 -0.8850 1.9484
C22 0.7035 -2.1452 1.7341
H34 0.8854 -3.1175 4.9629
H35 0.0989 -0.7716 5.2504
H36 -0.2866 0.6373 3.3124
H37 0.9143 -2.5086 0.7140

Values from the calculation:
DFT total energy   -132110.6982 eV
Energy relative to the best compared isomer or geometry (same formula, charge and spin)   0.000 eV
LUMO energy   -15.95 eV
Highest occupied orbital energy   -20.67 eV
Charge   +4
HOMO-LUMO gap   0.174 Ha

=====

Entry from the Open Molecules 2025 dataset: a cluster of 7 separate species, C7H28N8O7 in total at a distorted geometry (ωB97M-V with the def2-TZVPD basis set).

CARTESIAN COORDINATES (ANGSTROEM)
C1 -3.1085 -3.1925 -2.5157
O1 -2.0948 -2.2569 -2.7462
H1 -3.2755 -3.2518 -1.4597
H2 -4.0147 -2.8231 -2.9705
H3 -2.9202 -4.1882 -2.8504
H4 -1.8294 -2.2069 -3.6971
C2 -5.6414 -2.3823 0.7243
O2 -4.6386 -2.4431 1.7624
H5 -6.2385 -1.5071 0.9204
H6 -5.1344 -2.2561 -0.2134
H7 -6.2651 -3.2644 0.7742
H8 -4.0670 -1.6626 1.6241
C3 -0.1678 -1.5278 1.4193
O3 -0.0968 -0.4877 0.4700
H9 0.3174 -1.1914 2.3289
H10 -1.2118 -1.7467 1.6580
H11 0.3590 -2.3787 0.9826
H12 -0.6635 -0.6950 -0.2520
C4 -2.7736 0.5623 0.1653
O4 -2.9123 -0.0165 1.2534
N1 -2.6998 -0.1138 -1.0146
N2 -2.8552 1.9073 0.0297
H13 -2.4173 0.4310 -1.8125
H14 -2.3064 -1.0467 -0.9671
H15 -2.9163 2.3272 0.9109
H16 -2.2630 2.4369 -0.6765
C5 0.4547 2.7290 -0.8124
O5 -0.3662 2.3754 -1.6963
N3 1.6905 3.1904 -1.2282
N4 0.3540 2.5123 0.5449
H17 2.1487 3.8110 -0.5944
H18 1.6289 3.6706 -2.1278
H19 1.1216 2.7646 1.1049
H20 -0.1433 1.6505 0.8111
C6 4.1786 -0.0839 -1.1140
O6 4.4934 -1.1405 -0.5784
N5 5.0737 0.9819 -1.2103
N6 2.9148 0.3614 -1.6326
H21 6.0312 0.9305 -0.9000
H22 4.7771 1.8874 -1.5123
H23 2.1623 -0.3605 -1.3726
H24 2.6679 1.3241 -1.5622
C7 4.0517 1.2813 2.4438
O7 3.8869 2.4695 2.2726
N7 3.1766 0.3418 1.8007
N8 5.0038 0.8302 3.3816
H25 2.5605 0.6982 1.0948
H26 3.5026 -0.5810 1.4757
H27 4.9867 -0.1457 3.5873
H28 5.4788 1.4758 3.9765

Values from the calculation:
Structure (SMILES)   NC(N)=O.NC(N)=O.NC(N)=O.NC(N)=O.CO.CO.CO
DFT total energy   -33969.0653 eV
Energy relative to the best compared isomer or geometry (same formula, charge and spin)   0.997 eV
LUMO energy   0.39 eV
Highest occupied orbital energy   -9.53 eV
Charge   0
HOMO-LUMO gap   0.365 Ha

=====

Entry from the Open Molecules 2025 dataset: a cluster of 16 separate species, C16H64N32O16 in total at a distorted geometry (ωB97M-V with the def2-TZVPD basis set).

CARTESIAN COORDINATES (ANGSTROEM)
C1 -2.0148 3.1208 1.1831
O1 -2.0449 3.9869 2.0748
N1 -2.8278 2.0387 1.1321
N2 -0.9781 3.1065 0.3386
H1 -2.9584 1.6229 0.2277
H2 -3.5929 2.1261 1.7846
H3 -0.3978 3.9261 0.4305
H4 -0.6188 2.3072 -0.1554
C2 0.6710 -3.5947 2.1563
O2 0.5696 -2.4563 2.5992
N3 1.5242 -3.8839 1.1388
N4 0.3873 -4.7542 2.8228
H5 1.8755 -3.2190 0.4688
H6 1.5598 -4.8423 0.8426
H7 0.4257 -5.6327 2.3399
H8 -0.2585 -4.7350 3.5964
C3 -3.2225 -2.1084 0.7118
O3 -3.2348 -0.8773 0.7350
N5 -3.5612 -2.8277 1.8335
N6 -3.0537 -2.8287 -0.3997
H9 -3.9071 -3.7229 1.5314
H10 -3.8662 -2.3315 2.6512
H11 -3.0946 -2.3393 -1.2841
H12 -2.9045 -3.8196 -0.3366
C4 -0.1355 -3.5027 -3.8238
O4 -1.1878 -3.6565 -3.1733
N7 0.7235 -2.5402 -3.6549
N8 0.0961 -4.3523 -4.8618
H13 0.5542 -1.8005 -2.9846
H14 1.4017 -2.4907 -4.3955
H15 1.0258 -4.3789 -5.2445
H16 -0.5686 -5.0986 -4.9525
C5 -6.5228 0.3868 -0.3055
O5 -6.6915 -0.2681 0.7134
N9 -5.3866 0.1739 -1.0496
N10 -7.4728 0.9771 -1.0525
H17 -4.6193 -0.2490 -0.5446
H18 -5.2544 0.6112 -1.9445
H19 -7.4539 1.1263 -2.0410
H20 -8.3206 1.1492 -0.5336
C6 1.1445 2.3049 4.4281
O6 2.2795 1.8699 4.6936
N11 0.0834 2.1709 5.2419
N12 0.7759 2.7820 3.2101
H21 0.2075 1.7232 6.1345
H22 -0.8297 2.5477 5.0478
H23 1.3168 2.7126 2.3608
H24 -0.1997 2.9010 2.9746
C7 0.1408 0.0047 -0.6135
O7 1.0647 -0.2424 -1.4061
N13 -1.0912 0.2337 -1.0628
N14 0.2230 -0.0897 0.7290
H25 -1.8663 0.2306 -0.4150
H26 -1.3440 0.1794 -2.0506
H27 -0.6830 -0.1511 1.1748
H28 1.0170 -0.1303 1.3453
C8 -2.3271 -0.4607 4.5061
O8 -2.6811 0.5131 5.1558
N15 -2.8447 -1.7042 4.6523
N16 -1.2258 -0.4980 3.7225
H29 -3.7784 -1.7553 5.0300
H30 -2.5115 -2.4771 4.1069
H31 -0.8783 -1.4308 3.5515
H32 -0.6288 0.3025 3.8658
C9 1.1950 3.8987 -1.9663
O9 1.2666 2.7027 -1.6640
N17 1.8774 4.7762 -1.2130
N18 0.4475 4.4148 -2.9586
H33 1.8249 5.7720 -1.3539
H34 2.6011 4.5246 -0.5481
H35 0.1894 3.6864 -3.6081
H36 0.3461 5.3997 -3.1101
C10 4.7347 -1.4625 2.3181
O10 3.8875 -0.6476 1.9646
N19 6.0552 -1.3616 1.9851
N20 4.4908 -2.5698 3.0497
H37 6.7157 -2.1040 2.1128
H38 6.3414 -0.5272 1.5026
H39 3.5607 -2.7383 3.4014
H40 5.2151 -3.2570 3.1337
C11 4.3379 -2.5381 -1.9507
O11 5.3098 -3.1953 -1.6252
N21 3.3022 -2.1847 -1.1281
N22 4.1577 -1.9946 -3.1554
H41 3.5548 -2.3430 -0.1653
H42 2.5699 -1.5835 -1.4908
H43 5.0239 -1.9976 -3.6745
H44 3.4349 -1.3544 -3.4305
C12 -3.0259 3.4851 -4.8170
O12 -3.5210 2.7117 -5.6511
N23 -2.4093 3.0771 -3.7018
N24 -2.8436 4.7993 -5.0457
H45 -2.0725 2.1326 -3.5737
H46 -1.9830 3.7422 -3.0816
H47 -2.2549 5.3994 -4.5016
H48 -2.9244 5.0197 -6.0277
C13 3.4695 2.8909 1.4471
O13 3.3488 4.1081 1.3844
N25 4.1342 2.2160 2.4029
N26 2.9040 2.0103 0.5952
H49 3.9621 1.2358 2.5691
H50 4.5649 2.7973 3.1021
H51 2.4325 2.3793 -0.2181
H52 2.9914 1.0104 0.6747
C14 2.5564 0.9494 -4.2125
O14 3.1479 1.1847 -5.2806
N27 1.2518 0.8622 -4.0567
N28 3.2005 0.7618 -3.0776
H53 0.5031 0.7738 -4.7169
H54 1.0850 0.7782 -3.0553
H55 2.6704 0.6166 -2.2179
H56 4.1510 1.0861 -3.0318
C15 -2.9521 -0.5852 -3.7609
O15 -1.8289 -0.0657 -3.7342
N29 -3.2527 -1.8495 -3.3825
N30 -4.0332 -0.0120 -4.3806
H57 -4.1280 -2.2261 -3.6919
H58 -2.4284 -2.4198 -3.1714
H59 -3.7046 0.8840 -4.7314
H60 -4.7111 -0.4621 -4.9674
C16 2.5697 -1.5402 5.5068
O16 2.6099 -2.7819 5.6093
N31 2.9160 -0.7525 6.5589
N32 1.9312 -0.9554 4.5050
H61 3.1320 -1.1167 7.4649
H62 2.7783 0.2321 6.3771
H63 1.5012 -1.6209 3.8698
H64 1.7941 0.0428 4.6374

Values from the calculation:
DFT total energy   -98091.2160 eV
Energy relative to the best compared isomer or geometry (same formula, charge and spin)   2.083 eV
LUMO energy   -0.05 eV
Highest occupied orbital energy   -8.99 eV
Charge   0
HOMO-LUMO gap   0.329 Ha

=====

Entry from the Open Molecules 2025 dataset: a cluster of 9 separate species, C31H68BrN9O9 in total (ωB97M-V with the def2-TZVPD basis set).

CARTESIAN COORDINATES (ANGSTROEM)
C1 -1.7934 1.5126 4.0847
C2 -3.0808 0.8067 3.7224
Br1 -4.6011 2.0222 4.1130
C3 -3.2026 0.3455 2.2603
C4 -1.9072 0.2316 1.4723
C5 -1.7468 1.2381 0.3254
C6 -0.5090 0.6850 -0.3744
N1 -0.7101 -0.7898 -0.3425
C7 -1.7677 -1.0210 0.6126
O1 -2.4309 -2.0212 0.6559
H1 -1.8780 2.0684 5.0136
H2 -1.4571 2.1787 3.2957
H3 -1.0433 0.7390 4.2517
H4 -3.2528 -0.0120 4.4107
H5 -3.6987 -0.6267 2.2596
H6 -3.8666 1.0161 1.7251
H7 -0.9876 0.2060 2.0614
H8 -2.5760 1.0121 -0.3527
H9 -1.7182 2.2838 0.6092
H10 -0.3814 1.0717 -1.3788
H11 0.3868 0.9582 0.1898
H12 0.1129 -1.1650 0.1359
C8 2.3586 -1.7929 2.6095
O2 1.9051 -0.9945 1.7982
N2 1.9242 -1.9062 3.8673
C9 2.4320 -2.9003 4.7999
C10 0.8733 -1.0074 4.3079
H13 3.1597 -2.5034 2.3540
H14 1.6237 -3.5502 5.1298
H15 2.8662 -2.4160 5.6761
H16 3.1966 -3.5055 4.3183
H17 -0.0045 -1.1294 3.6728
H18 1.2068 0.0290 4.2463
H19 0.6103 -1.2465 5.3360
C11 -0.2233 3.0347 -2.9270
O3 -0.0018 3.4140 -1.7820
N3 -0.9665 3.7048 -3.8148
C12 -1.2107 3.1757 -5.1468
C13 -1.5477 4.9753 -3.4197
H20 0.1690 2.0869 -3.3246
H21 -0.8441 3.8705 -5.9058
H22 -2.2823 3.0276 -5.2958
H23 -0.7030 2.2155 -5.2507
H24 -0.7684 5.6872 -3.1443
H25 -2.2031 4.8469 -2.5573
H26 -2.1205 5.3748 -4.2525
C14 -0.3815 -4.3725 7.1336
O4 0.6445 -4.8782 6.7129
N4 -1.5380 -4.3175 6.4523
C15 -2.7222 -3.6900 6.9990
C16 -1.5951 -4.9050 5.1186
H27 -0.4389 -3.8884 8.1241
H28 -3.5400 -4.4094 7.0748
H29 -3.0483 -2.8605 6.3674
H30 -2.5058 -3.3052 7.9938
H31 -1.3691 -5.9680 5.1558
H32 -0.8711 -4.4192 4.4623
H33 -2.5948 -4.7623 4.7151
C17 3.2822 6.4450 -2.7086
O5 3.9444 7.2625 -3.3206
N5 3.7915 5.4411 -1.9736
C18 2.9402 4.4995 -1.2701
C19 5.2350 5.3077 -1.8926
H34 2.1771 6.4584 -2.7066
H35 3.1441 4.5394 -0.1968
H36 3.1204 3.4837 -1.6258
H37 1.8952 4.7373 -1.4398
H38 5.6803 6.2071 -1.4664
H39 5.6630 5.1613 -2.8847
H40 5.4754 4.4531 -1.2651
C20 1.0338 -0.4188 -5.2430
O6 0.0233 0.2402 -5.0254
N6 1.5340 -1.3382 -4.4122
C21 2.7216 -2.0967 -4.7519
C22 0.8737 -1.5694 -3.1333
H41 1.6244 -0.3017 -6.1663
H42 2.4977 -3.1648 -4.7786
H43 3.5122 -1.9221 -4.0205
H44 3.0868 -1.7887 -5.7304
H45 -0.1575 -1.8835 -3.2862
H46 0.8560 -0.6536 -2.5464
H47 1.4099 -2.3385 -2.5843
C23 -3.4792 -7.8963 4.0246
O7 -2.4465 -8.0787 4.6419
N7 -4.6388 -8.5285 4.2814
C24 -5.8418 -8.2765 3.5152
C25 -4.6701 -9.4970 5.3647
H48 -3.5511 -7.1834 3.1845
H49 -6.6405 -7.9035 4.1593
H50 -6.1872 -9.1890 3.0257
H51 -5.6353 -7.5303 2.7508
H52 -4.4042 -9.0231 6.3097
H53 -3.9557 -10.2993 5.1811
H54 -5.6715 -9.9138 5.4381
C26 3.9181 -0.8839 -8.9184
O8 4.4039 -0.4023 -7.9115
N8 2.9959 -0.2705 -9.6827
C27 2.4479 -0.8844 -10.8743
C28 2.5453 1.0552 -9.2909
H55 4.2008 -1.8815 -9.2961
H56 2.6595 -0.2760 -11.7556
H57 1.3664 -1.0046 -10.7857
H58 2.8958 -1.8660 -11.0152
H59 3.3833 1.7513 -9.2615
H60 2.0964 1.0312 -8.2976
H61 1.8087 1.4053 -10.0096
C29 1.3687 5.3305 3.0731
O9 1.9720 5.7389 4.0472
N9 0.8263 6.1184 2.1259
C30 0.1180 5.5748 0.9827
C31 0.9636 7.5574 2.2640
H62 1.2133 4.2546 2.8784
H63 0.6109 5.8867 0.0613
H64 -0.9140 5.9316 0.9688
H65 0.1153 4.4881 1.0239
H66 2.0159 7.8419 2.2845
H67 0.5074 7.8988 3.1935
H68 0.4752 8.0416 1.4217

Values from the calculation:
Structure (SMILES)   C[C@@H](Br)C[C@@H]1CCNC1=O.CN(C)C=O.CN(C)C=O.CN(C)C=O.CN(C)C=O.CN(C)C=O.CN(C)C=O.CN(C)C=O.CN(C)C=O
DFT total energy   -135131.4778 eV
LUMO energy   0.36 eV
Highest occupied orbital energy   -9.02 eV
Charge   0
HOMO-LUMO gap   0.345 Ha